{"formula": "C42H45N9NiO6", "method": "ωB97M-V/def2-TZVPD", "elements": ["Ni", "O", "C", "C", "C", "C", "N", "C", "C", "C", "C", "C", "C", "O", "C", "C", "N", "H", "H", "H", "H", "H", "H", "H", "H", "H", "H", "H", "H", "C", "O", "C", "C", "C", "C", "C", "C", "N", "C", "N", "C", "C", "C", "C", "C", "C", "O", "C", "N", "C", "C", "C", "C", "C", "C", "O", "C", "H", "H", "H", "H", "H", "H", "H", "H", "H", "H", "H", "H", "H", "H", "H", "H", "H", "H", "H", "H", "H", "H", "O", "C", "C", "C", "C", "C", "C", "N", "H", "H", "H", "H", "H", "H", "H", "H", "H", "H", "H", "N", "C", "N", "C", "N"], "coordinates": [[0.43, 0.16, -0.01], [-4.75, 4.12, 2.49], [-4.97, 3.34, 1.33], [-3.71, 2.61, 0.96], [-3.73, 1.60, 0.01], [-2.55, 0.95, -0.29], [-1.40, 1.21, 0.32], [-1.36, 2.18, 1.24], [-2.50, 2.91, 1.56], [-0.06, 2.42, 1.88], [0.19, 3.54, 2.67], [1.45, 3.74, 3.21], [1.72, 4.92, 4.10], [1.13, 4.74, 5.39], [2.43, 2.79, 2.94], [2.11, 1.71, 2.14], [0.90, 1.51, 1.62], [-5.56, 4.58, 2.72], [-5.27, 3.97, 0.49], [-5.77, 2.60, 1.50], [-4.66, 1.33, -0.48], [-2.52, 0.17, -1.05], [-2.47, 3.69, 2.31], [-0.59, 4.27, 2.84], [1.27, 5.83, 3.70], [2.80, 5.08, 4.19], [1.40, 3.89, 5.74], [3.43, 2.90, 3.34], [2.85, 0.96, 1.91], [-0.79, -4.67, -4.82], [-0.38, -3.98, -5.99], [0.65, -3.08, -5.94], [1.39, -2.99, -7.12], [2.44, -2.10, -7.25], [2.80, -1.31, -6.17], [2.07, -1.39, -4.99], [0.96, -2.23, -4.87], [0.17, -2.23, -3.69], [0.16, -1.19, -2.77], [0.05, 0.03, -3.32], [0.44, 1.28, -2.80], [0.73, 1.54, -1.47], [1.09, 2.86, -1.17], [1.14, 3.86, -2.13], [0.85, 3.58, -3.46], [0.50, 2.29, -3.79], [0.20, 1.88, -5.06], [0.41, 2.80, -6.12], [0.10, -1.43, -1.49], [0.34, -2.79, -1.14], [-0.64, -3.53, -0.51], [-0.41, -4.85, -0.14], [0.80, -5.45, -0.43], [1.78, -4.74, -1.11], [1.56, -3.42, -1.47], [2.45, -2.68, -2.19], [3.80, -3.10, -2.19], [-1.33, -5.55, -5.17], [-1.47, -4.07, -4.21], [0.06, -5.00, -4.22], [1.10, -3.64, -7.94], [2.98, -2.04, -8.18], [3.64, -0.64, -6.23], [2.37, -0.80, -4.14], [0.01, -3.13, -3.27], [-0.03, 0.03, -4.33], [1.36, 3.15, -0.16], [1.42, 4.87, -1.85], [0.91, 4.36, -4.20], [0.21, 2.25, -7.03], [1.44, 3.16, -6.13], [-0.28, 3.65, -6.05], [-1.58, -3.05, -0.29], [-1.19, -5.40, 0.38], [1.00, -6.47, -0.13], [2.73, -5.21, -1.33], [4.37, -2.24, -2.55], [3.96, -3.95, -2.86], [4.14, -3.36, -1.18], [-0.58, -1.16, 1.37], [-1.04, -1.58, 2.41], [-0.69, -1.01, 3.76], [-2.00, -0.63, 4.49], [-3.10, -0.10, 3.54], [-4.03, -1.17, 2.93], [-3.33, -2.06, 1.89], [-2.05, -2.53, 2.43], [-0.08, -0.12, 3.59], [-0.09, -1.72, 4.34], [-1.77, 0.14, 5.22], [-2.38, -1.49, 5.04], [-2.63, 0.47, 2.73], [-3.72, 0.60, 4.09], [-4.89, -0.68, 2.47], [-4.41, -1.81, 3.74], [-3.13, -1.50, 0.98], [-3.96, -2.92, 1.64], [-2.18, -2.95, 3.34], [2.23, -0.63, 0.42], [2.44, -1.48, 1.21], [2.74, -2.21, 2.20], [3.33, -3.36, 2.37], [3.86, -4.36, 2.62]], "homo_energy_ev": [-7.02, -7.22], "e_above_lowest_ev": 0.635, "homo_lumo_gap_ev": [6.5, 6.7], "s_squared": 2.0065, "multiplicity": 3}


{"formula": "C42H46BClO28", "method": "ωB97M-V/def2-TZVPD", "elements": ["C", "C", "C", "C", "C", "C", "C", "O", "Cl", "C", "C", "C", "C", "O", "O", "C", "O", "C", "C", "C", "B", "O", "O", "C", "C", "C", "C", "C", "C", "O", "H", "H", "H", "H", "H", "H", "H", "H", "H", "H", "H", "H", "H", "H", "H", "H", "H", "H", "O", "C", "O", "C", "C", "O", "H", "H", "H", "H", "O", "C", "O", "C", "C", "O", "H", "H", "H", "H", "O", "C", "O", "C", "C", "O", "H", "H", "H", "H", "O", "C", "O", "C", "C", "O", "H", "H", "H", "H", "O", "C", "O", "C", "C", "O", "H", "H", "H", "H", "O", "C", "O", "C", "C", "O", "H", "H", "H", "H", "O", "C", "O", "C", "C", "O", "H", "H", "H", "H"], "coordinates": [[2.69, -5.28, 3.89], [2.69, -3.83, 3.56], [2.16, -3.17, 2.13], [3.00, -1.87, 1.49], [2.55, -1.09, 0.10], [3.37, 0.23, -0.51], [4.77, -0.17, -1.27], [5.89, -0.61, -0.69], [4.82, 0.07, -3.14], [1.20, -1.63, -0.70], [0.36, -2.94, -0.09], [0.82, -3.72, 1.31], [-0.05, -4.98, 1.90], [-0.62, -4.62, 3.24], [-1.65, -3.86, 2.95], [-0.99, -3.38, -0.98], [-1.32, -4.65, -1.26], [-1.88, -2.09, -1.54], [-3.53, -2.12, -1.46], [-4.29, -0.74, -2.02], [-5.96, -0.73, -1.91], [-6.85, -0.57, -3.08], [-6.49, -0.85, -0.51], [-6.21, 0.42, 0.23], [-5.49, 0.13, 1.71], [-3.51, 0.56, -2.65], [-1.86, 0.55, -2.70], [-1.05, -0.77, -2.14], [0.62, -0.90, -2.09], [1.39, -0.49, -3.10], [2.12, -5.61, 4.88], [3.18, -6.14, 3.26], [3.06, -3.08, 4.41], [3.96, -1.48, 2.05], [3.65, 1.02, 0.34], [2.71, 0.84, -1.28], [0.71, -5.88, 2.02], [-0.96, -5.31, 1.24], [-2.41, -4.46, 2.63], [-4.16, -3.03, -1.02], [-6.60, 0.33, -3.49], [-5.55, 1.17, -0.40], [-7.26, 0.90, 0.49], [-4.76, -0.78, 1.64], [-6.36, -0.09, 2.47], [-4.93, 1.09, 2.13], [-4.07, 1.50, -3.05], [-1.24, 1.46, -3.13], [0.64, 2.32, -0.38], [1.32, 3.25, 0.01], [2.51, 3.12, 0.67], [3.08, 4.41, 0.75], [1.90, 5.32, 0.63], [0.99, 4.56, -0.15], [3.61, 4.54, 1.69], [3.79, 4.54, -0.08], [1.44, 5.53, 1.60], [2.14, 6.26, 0.13], [-3.36, 4.45, -5.60], [-2.23, 4.11, -5.90], [-1.59, 4.50, -7.05], [-0.24, 4.09, -6.93], [-0.31, 2.97, -5.95], [-1.44, 3.30, -5.15], [0.15, 3.77, -7.90], [0.35, 4.93, -6.56], [-0.49, 2.00, -6.43], [0.59, 2.89, -5.33], [4.83, 5.38, 3.26], [4.97, 4.40, 3.97], [5.95, 3.46, 3.81], [5.91, 2.63, 4.96], [4.51, 2.79, 5.45], [4.17, 4.10, 5.04], [6.14, 1.59, 4.69], [6.66, 2.98, 5.68], [3.82, 2.08, 4.99], [4.45, 2.70, 6.54], [2.02, -8.97, 3.60], [2.08, -9.16, 2.40], [1.43, -8.40, 1.46], [1.92, -8.80, 0.20], [2.41, -10.19, 0.45], [2.79, -10.17, 1.81], [1.13, -8.77, -0.55], [2.73, -8.13, -0.10], [1.63, -10.95, 0.31], [3.27, -10.45, -0.18], [4.53, -4.36, 6.16], [4.67, -5.34, 6.87], [5.65, -6.28, 6.71], [5.61, -7.11, 7.85], [4.21, -6.95, 8.35], [3.87, -5.64, 7.93], [5.84, -8.15, 7.59], [6.36, -6.76, 8.57], [3.52, -7.66, 7.89], [4.15, -7.04, 9.44], [-7.32, 2.97, 0.90], [-6.70, 3.76, 0.21], [-6.08, 4.88, 0.69], [-5.30, 5.40, -0.37], [-5.99, 4.87, -1.59], [-6.56, 3.66, -1.14], [-5.29, 6.50, -0.34], [-4.27, 5.03, -0.28], [-6.79, 5.53, -1.94], [-5.29, 4.70, -2.41], [-2.00, 10.32, -8.53], [-2.46, 9.26, -8.15], [-1.82, 8.40, -7.30], [-2.76, 7.41, -6.92], [-3.74, 7.43, -8.05], [-3.68, 8.76, -8.52], [-2.28, 6.44, -6.81], [-3.22, 7.70, -5.97], [-3.46, 6.76, -8.87], [-4.76, 7.18, -7.73]], "homo_energy_ev": -7.89, "homo_lumo_gap_ev": 6.4, "smiles": "C=Cc1cc(CC(=O)Cl)c2c(c1COO)C(=O)c1cc(B(O)OCC)ccc1C2=O.O=C1OCCO1.O=C1OCCO1.O=C1OCCO1.O=C1OCCO1.O=C1OCCO1.O=C1OCCO1.O=C1OCCO1"}


{"formula": "C42H46BrCl2GaGe2N2O3S", "method": "ωB97M-V/def2-TZVPD", "elements": ["Ga", "C", "C", "Ge", "C", "C", "C", "C", "Ge", "C", "C", "C", "C", "C", "C", "C", "C", "C", "C", "H", "H", "H", "H", "H", "H", "H", "H", "H", "H", "H", "H", "H", "H", "H", "H", "H", "H", "H", "H", "H", "H", "H", "H", "H", "H", "Br", "C", "C", "C", "C", "C", "C", "N", "C", "C", "C", "C", "C", "C", "N", "H", "H", "H", "H", "H", "H", "H", "H", "H", "Cl", "C", "Cl", "C", "O", "O", "H", "O", "S", "C", "C", "C", "C", "C", "C", "C", "C", "C", "C", "C", "C", "H", "H", "H", "H", "H", "H", "H", "H", "H", "H"], "coordinates": [[-0.63, -0.36, -0.91], [4.11, -1.76, -0.26], [2.80, -1.05, -0.55], [1.13, -1.73, 0.46], [-0.21, -3.28, 0.68], [0.14, -4.19, 1.84], [1.65, -1.39, 2.33], [1.14, -0.78, 3.41], [-0.32, 0.64, 3.37], [-1.75, 0.34, 4.81], [-2.12, 1.65, 5.48], [0.26, 2.52, 2.82], [1.56, 2.99, 3.43], [1.69, -1.03, 4.74], [1.64, -0.03, 5.71], [2.18, -0.22, 6.97], [2.79, -1.42, 7.29], [2.82, -2.44, 6.35], [2.27, -2.26, 5.09], [4.92, -1.22, -0.76], [4.10, -2.77, -0.65], [4.34, -1.79, 0.80], [2.60, -1.02, -1.61], [2.85, -0.02, -0.17], [-0.31, -3.82, -0.25], [-1.15, -2.76, 0.89], [1.05, -4.75, 1.65], [-0.67, -4.91, 1.99], [0.25, -3.63, 2.76], [2.51, -2.04, 2.50], [-1.33, -0.37, 5.52], [-2.63, -0.11, 4.35], [-1.27, 2.10, 5.98], [-2.90, 1.47, 6.22], [-2.51, 2.34, 4.74], [-0.57, 3.18, 3.09], [0.33, 2.51, 1.73], [1.50, 3.03, 4.52], [1.79, 4.00, 3.08], [2.39, 2.34, 3.16], [1.18, 0.92, 5.46], [2.13, 0.57, 7.70], [3.22, -1.57, 8.26], [3.26, -3.39, 6.61], [2.30, -3.07, 4.39], [3.33, -8.43, -2.05], [2.64, -6.67, -2.16], [2.69, -5.83, -1.05], [2.14, -4.57, -1.11], [1.57, -4.10, -2.30], [1.53, -4.95, -3.41], [2.05, -6.23, -3.34], [0.92, -2.87, -2.36], [1.01, -2.21, -3.45], [0.03, -1.24, -3.93], [0.21, -0.73, -5.22], [-0.86, -0.14, -5.87], [-2.07, -0.10, -5.21], [-2.14, -0.53, -3.90], [-1.11, -1.06, -3.24], [3.15, -6.18, -0.13], [2.19, -3.94, -0.24], [1.03, -4.63, -4.31], [1.98, -6.88, -4.19], [1.74, -2.47, -4.22], [1.17, -0.85, -5.71], [-0.75, 0.22, -6.88], [-2.96, 0.28, -5.70], [-3.07, -0.47, -3.35], [-3.15, -0.68, -0.72], [-3.60, 0.10, 0.79], [-4.19, -1.13, 1.94], [-2.40, 0.69, 1.52], [-2.57, 1.65, 2.25], [-1.28, 0.07, 1.40], [-4.38, 0.84, 0.62], [-1.25, 1.48, -1.70], [-1.76, 2.19, -2.97], [-3.08, 3.30, -2.44], [-4.05, 3.58, -3.39], [-5.02, 4.52, -3.10], [-5.02, 5.15, -1.87], [-4.07, 4.84, -0.91], [-3.09, 3.90, -1.19], [-0.54, 3.48, -3.32], [0.55, 3.72, -2.51], [1.49, 4.66, -2.92], [1.33, 5.32, -4.13], [0.22, 5.07, -4.93], [-0.72, 4.14, -4.52], [-4.03, 3.08, -4.35], [-5.78, 4.76, -3.83], [-5.77, 5.90, -1.65], [-4.09, 5.33, 0.05], [-2.34, 3.63, -0.46], [0.67, 3.18, -1.58], [2.34, 4.87, -2.30], [2.07, 6.03, -4.45], [0.09, 5.60, -5.86], [-1.59, 3.94, -5.13]], "homo_energy_ev": -12.68, "e_above_lowest_ev": 3.234, "homo_lumo_gap_ev": 6.9, "total_charge": 2}


{"formula": "C42H46CsN6O3", "method": "ωB97M-V/def2-TZVPD", "elements": ["Cs", "O", "C", "N", "C", "C", "C", "C", "C", "C", "N", "C", "C", "C", "C", "C", "N", "H", "H", "H", "H", "H", "H", "H", "H", "H", "H", "O", "C", "C", "C", "C", "N", "C", "C", "C", "C", "C", "C", "O", "C", "C", "N", "H", "H", "H", "H", "H", "H", "H", "H", "H", "H", "H", "H", "C", "C", "C", "C", "C", "C", "C", "C", "N", "C", "C", "C", "C", "C", "C", "C", "C", "C", "C", "H", "H", "H", "H", "H", "H", "H", "H", "H", "H", "H", "H", "H", "H", "H", "H", "H", "H", "H", "H", "H", "H", "H", "H"], "coordinates": [[-0.76, -1.47, -0.55], [-4.84, -3.62, -2.35], [-3.72, -3.15, -2.15], [-3.08, -3.05, -0.96], [-4.00, -3.34, 0.00], [-3.50, -3.33, 1.42], [-4.49, -3.56, 2.40], [-4.14, -3.49, 3.73], [-2.77, -3.38, 4.07], [-1.83, -3.22, 3.03], [-2.23, -3.13, 1.73], [-2.97, -2.69, -3.34], [-3.63, -2.89, -4.56], [-2.99, -2.57, -5.75], [-1.73, -2.05, -5.73], [-1.11, -1.87, -4.48], [-1.72, -2.15, -3.33], [-4.48, -4.34, -0.22], [-4.88, -2.61, -0.04], [-5.52, -3.81, 2.10], [-4.86, -3.62, 4.54], [-2.46, -3.31, 5.11], [-0.77, -3.15, 3.23], [-4.63, -3.30, -4.52], [-3.56, -2.69, -6.67], [-1.16, -1.84, -6.64], [-0.10, -1.47, -4.38], [6.99, -4.14, -1.31], [6.01, -4.79, -2.16], [4.65, -4.28, -1.80], [3.48, -4.99, -1.93], [2.27, -4.35, -1.62], [2.16, -3.07, -1.23], [3.33, -2.45, -0.95], [4.59, -3.03, -1.21], [3.40, -1.15, -0.28], [4.46, -0.93, 0.60], [4.68, 0.33, 1.13], [5.73, 0.58, 2.17], [6.71, -0.49, 2.00], [3.94, 1.36, 0.58], [2.98, 1.09, -0.36], [2.61, -0.13, -0.70], [7.80, -4.65, -1.35], [6.02, -5.86, -1.99], [6.18, -4.58, -3.22], [3.48, -6.02, -2.31], [1.36, -4.95, -1.75], [5.50, -2.52, -0.88], [5.00, -1.82, 0.90], [5.39, 0.52, 3.23], [6.17, 1.59, 2.04], [7.59, -0.13, 1.93], [4.10, 2.39, 0.92], [2.41, 1.87, -0.85], [0.63, 2.63, -4.29], [-0.06, 3.34, -3.14], [-0.92, 4.41, -3.29], [-1.67, 4.88, -2.21], [-2.56, 6.07, -2.45], [-1.56, 4.26, -0.99], [-0.62, 3.18, -0.76], [0.12, 2.77, -1.93], [-0.23, 2.50, 0.30], [-0.81, 2.56, 1.67], [0.24, 1.81, 2.49], [-0.17, 1.74, 3.94], [-1.48, 0.99, 4.11], [-2.54, 1.69, 3.25], [-2.75, 3.11, 3.78], [-1.44, 3.87, 3.67], [-0.35, 3.16, 4.51], [-0.98, 3.99, 2.22], [-2.16, 1.81, 1.76], [1.27, 3.29, -4.86], [-0.14, 2.17, -4.96], [1.21, 1.80, -3.88], [-1.05, 4.85, -4.29], [-2.57, 6.34, -3.52], [-2.26, 6.92, -1.86], [-3.56, 5.82, -2.11], [-2.17, 4.58, -0.14], [0.87, 1.98, -1.85], [1.23, 2.29, 2.40], [0.39, 0.77, 2.13], [0.61, 1.23, 4.46], [-1.79, 1.01, 5.16], [-1.37, -0.05, 3.76], [-3.49, 1.13, 3.30], [-3.10, 3.08, 4.80], [-3.58, 3.61, 3.20], [-1.57, 4.90, 4.00], [-0.61, 3.06, 5.59], [0.57, 3.77, 4.44], [0.01, 4.51, 2.16], [-1.68, 4.63, 1.67], [-2.93, 2.41, 1.20], [-2.07, 0.85, 1.25]], "homo_energy_ev": -2.56, "homo_lumo_gap_ev": 4.3, "total_charge": -1}